[1]
Below is C6H9BrINO as an isolated structure, with properties calculated with ωB97M-V/def2-TZVPD.

The calculation puts the electronic energy at -88046.579 eV. As for the charge: 0.

Last column: natural (NBO) charge in e.
Cartesian coordinates (Å):
C1 -0.888 0.736 0.494  0.565
C2 0.405 0.482 1.272  -0.508
C3 1.481 -0.413 0.529  -0.391
C4 1.787 0.076 -0.894  -0.483
C5 0.678 -0.355 -1.854  0.184
C6 -2.069 0.019 0.961  -0.527
N1 -0.406 -0.616 -1.315  -0.667
O1 -0.958 1.749 -0.207  -0.605
Br1 -1.914 -1.811 1.487  0.100
I1 -3.583 0.452 -0.526  0.138
H1 0.623 1.516 1.405  0.236
H2 0.142 -0.117 2.205  0.218
H3 2.200 -0.695 1.208  0.218
H4 0.818 -1.349 0.357  0.227
H5 1.893 1.164 -0.895  0.238
H6 2.743 -0.375 -1.218  0.224
H7 0.808 -0.198 -2.988  0.169
H8 -2.447 0.670 1.784  0.269
H9 -1.313 -0.936 -1.804  0.396

[2]
Below is one molecule with the formula C9H11ClN2, with properties calculated with ωB97M-V/def2-TZVPD.

The calculation puts the electronic energy at -25008.696 eV. As for the charge: 0. The spin multiplicity is 3.

Last column: Mulliken spin population.
Cartesian coordinates (Å):
C1 2.631 -0.655 0.593  -0.067
C2 2.768 0.642 0.302  0.506
C3 1.465 -1.362 0.465  0.244
C4 1.620 1.407 0.055  0.123
C5 0.380 -0.714 0.052  0.467
C6 0.434 0.725 -0.037  0.174
C7 -1.786 -0.095 -0.412  0.015
C8 -1.379 -2.543 -0.213  -0.008
C9 -1.150 2.574 -0.324  0.019
N1 -0.906 -1.133 -0.255  0.081
N2 -0.851 1.122 -0.350  0.145
Cl1 -3.062 -0.037 1.046  0.161
H1 3.597 -1.289 0.619  0.001
H2 3.762 1.221 0.206  0.030
H3 1.516 -2.454 0.591  0.081
H4 1.526 2.493 -0.050  0.009
H5 -2.556 -0.057 -1.178  0.017
H6 -2.020 -2.801 -1.120  0.003
H7 -0.406 -3.081 0.092  -0.001
H8 -1.996 -2.575 0.708  0.001
H9 -2.308 2.756 -0.243  0.002
H10 -0.677 2.933 0.628  -0.006
H11 -0.603 2.921 -1.172  0.005

[3]
Below is a 7-piece molecular cluster, C26H69N3O14 overall, with properties calculated with ωB97M-V/def2-TZVPD.

The calculation puts the electronic energy at -61208.400 eV. As for the charge: 0. Its SMILES is COCCNCCOC.COCCNCCOC.COCCNCCOC.OCCO.OCCO.OCCO.OCCO.

Last column: Löwdin charge in e.
Cartesian coordinates (Å):
C1 -0.210 7.690 4.999  -0.107
O1 0.328 6.876 3.926  -0.206
C2 1.090 7.670 3.010  -0.214
C3 1.199 6.769 1.797  -0.206
N1 2.221 5.724 1.985  -0.047
C4 2.370 4.944 0.768  -0.192
C5 3.236 3.613 0.873  -0.170
O2 2.548 2.795 1.797  -0.235
C6 3.418 1.779 2.374  -0.070
H1 0.413 8.346 5.608  0.083
H2 -0.833 7.088 5.659  0.082
H3 -0.945 8.417 4.651  0.076
H4 2.042 7.834 3.516  0.125
H5 0.576 8.612 2.819  0.119
H6 1.536 7.444 1.010  0.119
H7 0.212 6.364 1.573  0.117
H8 1.879 5.069 2.674  0.098
H9 2.758 5.623 0.009  0.115
H10 1.392 4.669 0.374  0.093
H11 4.253 3.827 1.202  0.115
H12 3.369 3.012 -0.026  0.118
H13 4.355 2.150 2.789  0.089
H14 3.679 0.918 1.759  0.090
H15 2.962 1.320 3.251  0.087
C7 0.093 -1.085 3.501  -0.101
O3 0.734 -1.961 4.411  -0.197
C8 -0.083 -2.795 5.205  -0.213
C9 0.626 -4.141 5.269  -0.224
N2 0.805 -4.891 4.026  -0.048
C10 1.431 -6.145 4.264  -0.255
C11 1.966 -6.816 3.052  -0.220
O4 2.846 -7.923 3.347  -0.171
C12 3.092 -8.674 2.199  -0.144
H16 0.833 -0.504 2.951  0.066
H17 -0.688 -0.420 3.869  0.083
H18 -0.374 -1.699 2.730  0.087
H19 -0.992 -2.967 4.629  0.122
H20 -0.207 -2.424 6.222  0.124
H21 0.136 -4.635 6.108  0.121
H22 1.604 -3.925 5.699  0.115
H23 1.458 -4.312 3.517  0.110
H24 0.799 -6.863 4.787  0.131
H25 2.258 -5.953 4.948  0.118
H26 2.480 -6.131 2.377  0.123
H27 1.106 -7.144 2.468  0.123
H28 3.847 -9.446 2.348  0.087
H29 3.461 -8.097 1.351  0.083
H30 2.164 -9.146 1.876  0.085
C13 0.355 -1.675 -3.868  -0.102
O5 0.957 -2.813 -4.536  -0.188
C14 0.183 -3.391 -5.631  -0.166
C15 -1.187 -4.057 -5.155  -0.146
N3 -1.110 -5.481 -4.561  -0.054
C16 -0.204 -6.465 -5.232  -0.194
C17 -0.415 -6.674 -6.738  -0.223
O6 -1.666 -7.288 -6.967  -0.207
C18 -2.089 -7.351 -8.282  -0.129
H31 -0.599 -1.899 -3.392  0.070
H32 0.150 -0.761 -4.425  0.080
H33 1.032 -1.387 -3.063  0.079
H34 0.784 -4.157 -6.122  0.096
H35 -0.019 -2.649 -6.403  0.113
H36 -1.735 -4.217 -6.084  0.090
H37 -1.812 -3.400 -4.550  0.097
H38 -2.025 -5.904 -4.616  0.085
H39 -0.456 -7.378 -4.693  0.114
H40 0.855 -6.255 -5.078  0.110
H41 0.290 -7.306 -7.276  0.123
H42 -0.442 -5.672 -7.168  0.098
H43 -2.270 -6.384 -8.751  0.089
H44 -3.048 -7.868 -8.306  0.088
H45 -1.375 -8.016 -8.769  0.088
C19 -1.545 3.235 4.233  -0.214
C20 -1.813 3.620 2.738  -0.199
O7 -2.259 2.480 2.034  -0.097
O8 -2.719 3.128 5.027  -0.065
H46 -0.960 4.031 4.694  0.111
H47 -1.020 2.282 4.296  0.106
H48 -0.987 4.065 2.183  0.108
H49 -2.595 4.379 2.733  0.124
H50 -1.476 2.019 1.723  0.049
H51 -3.309 2.464 4.664  0.082
C21 0.379 4.107 -2.711  -0.214
C22 0.022 3.423 -4.003  -0.212
O9 0.275 2.006 -3.954  -0.085
O10 -0.489 4.013 -1.554  -0.085
H52 0.524 5.182 -2.815  0.115
H53 1.401 3.831 -2.452  0.116
H54 0.562 3.844 -4.851  0.122
H55 -1.028 3.535 -4.275  0.116
H56 -0.112 1.569 -3.192  0.025
H57 -1.400 4.152 -1.824  0.035
C23 -0.593 0.156 -0.782  -0.212
C24 0.629 0.738 -0.105  -0.186
O11 0.281 1.502 1.066  -0.092
O12 -1.087 1.089 -1.685  -0.082
H58 -1.412 -0.066 -0.097  0.133
H59 -0.260 -0.731 -1.320  0.101
H60 1.245 1.310 -0.798  0.129
H61 1.189 -0.090 0.328  0.117
H62 1.078 1.884 1.441  0.036
H63 -0.802 1.970 -1.433  0.050
C25 -3.687 4.013 -0.913  -0.246
C26 -4.169 2.600 -0.924  -0.248
O13 -4.494 2.136 0.382  -0.063
O14 -3.284 4.444 -2.190  -0.068
H64 -2.794 3.950 -0.291  0.109
H65 -4.441 4.704 -0.535  0.134
H66 -3.447 1.887 -1.322  0.107
H67 -5.026 2.511 -1.592  0.121
H68 -3.715 2.164 0.943  0.028
H69 -4.065 4.458 -2.747  0.100

[4]
Below is C10H30Hg2O10 as an isolated structure, with properties calculated with ωB97M-V/def2-TZVPD.

The calculation puts the electronic energy at -39658.249 eV. As for the charge: +2.

Last column: natural (NBO) charge in e.
Cartesian coordinates (Å):
Hg1 -22.402 0.652 3.680  1.582
Hg2 -20.712 -1.760 6.086  1.758
C1 -19.583 1.819 6.780  -0.790
C2 -20.355 1.238 5.666  0.875
O1 -20.882 1.914 4.743  -0.764
O2 -20.471 -0.047 5.575  -0.971
H1 -19.904 2.848 6.952  0.260
H2 -18.572 2.022 6.410  0.288
H3 -19.427 1.251 7.689  0.284
C3 -19.908 -2.444 2.135  -0.739
C4 -20.829 -1.414 2.685  0.805
O3 -21.366 -1.519 3.836  -0.882
O4 -21.086 -0.396 2.004  -0.678
H4 -20.311 -2.998 1.286  0.288
H5 -19.848 -3.239 2.880  0.233
H6 -18.966 -2.006 1.813  0.265
C5 -17.389 -2.970 5.871  -0.275
O5 -18.443 -2.191 5.323  -0.798
H7 -16.722 -3.227 5.049  0.211
H8 -16.929 -2.579 6.780  0.190
H9 -17.762 -3.936 6.220  0.203
H10 -17.994 -1.529 4.782  0.509
C6 -16.070 0.364 7.007  -0.272
O6 -16.540 -0.145 8.247  -0.747
H11 -16.676 0.090 6.141  0.141
H12 -15.970 1.445 7.108  0.205
H13 -15.044 0.083 6.755  0.206
H14 -15.943 -0.866 8.470  0.496
C7 -19.882 0.492 9.286  -0.288
O7 -19.408 -0.306 8.180  -0.808
H15 -20.257 1.419 8.850  0.177
H16 -20.714 0.011 9.795  0.210
H17 -19.041 0.673 9.953  0.219
H18 -18.432 -0.307 8.203  0.525
C8 -18.328 1.949 2.248  -0.271
O8 -18.661 2.972 3.162  -0.714
H19 -17.245 1.838 2.123  0.187
H20 -18.652 0.924 2.441  0.139
H21 -18.544 2.215 1.209  0.188
H22 -19.482 2.733 3.602  0.471
C9 -20.659 4.047 9.765  -0.237
O9 -21.157 4.207 11.082  -0.723
H23 -19.984 3.191 9.770  0.159
H24 -21.454 3.771 9.064  0.139
H25 -20.113 4.926 9.425  0.183
H26 -21.605 5.041 11.241  0.483
C10 -23.962 3.048 5.364  -0.273
O10 -24.179 1.942 4.465  -0.805
H27 -24.857 3.401 5.869  0.226
H28 -23.066 2.870 5.956  0.192
H29 -23.656 3.884 4.726  0.203
H30 -25.142 1.927 4.402  0.532

[5]
Below is one molecule with the formula C6H6N2O2, with properties calculated with ωB97M-V/def2-TZVPD.

The calculation puts the electronic energy at -13387.354 eV. As for the charge: 0.

Last column: natural (NBO) charge in e.
Cartesian coordinates (Å):
C1 -0.408 1.026 0.496  -0.398
C2 -1.666 1.266 -0.036  -0.061
C3 -0.025 -0.332 0.346  0.654
C4 3.203 -0.826 -0.405  -0.112
C5 -2.536 0.157 -0.312  -0.139
C6 -2.180 -1.262 -0.648  0.267
N1 2.068 -1.181 -0.066  -0.210
N2 1.356 -0.386 0.783  -0.428
O1 -0.597 -1.201 -0.405  -0.463
O2 -2.783 -0.956 0.511  -0.460
H1 0.263 1.828 0.824  0.228
H2 -2.213 2.203 -0.154  0.232
H3 3.704 -1.410 -1.159  0.195
H4 3.779 -0.009 0.108  0.147
H5 -3.573 0.455 -0.689  0.193
H6 1.609 0.630 0.806  0.356

Which of these has the lowest electronic energy? C6H9BrINO

Repeat the second record exactly.
Below is one molecule with the formula C9H11ClN2, with properties calculated with ωB97M-V/def2-TZVPD.

The calculation puts the electronic energy at -25008.696 eV. As for the charge: 0. The spin multiplicity is 3.

Last column: Mulliken spin population.
Cartesian coordinates (Å):
C1 2.631 -0.655 0.593  -0.067
C2 2.768 0.642 0.302  0.506
C3 1.465 -1.362 0.465  0.244
C4 1.620 1.407 0.055  0.123
C5 0.380 -0.714 0.052  0.467
C6 0.434 0.725 -0.037  0.174
C7 -1.786 -0.095 -0.412  0.015
C8 -1.379 -2.543 -0.213  -0.008
C9 -1.150 2.574 -0.324  0.019
N1 -0.906 -1.133 -0.255  0.081
N2 -0.851 1.122 -0.350  0.145
Cl1 -3.062 -0.037 1.046  0.161
H1 3.597 -1.289 0.619  0.001
H2 3.762 1.221 0.206  0.030
H3 1.516 -2.454 0.591  0.081
H4 1.526 2.493 -0.050  0.009
H5 -2.556 -0.057 -1.178  0.017
H6 -2.020 -2.801 -1.120  0.003
H7 -0.406 -3.081 0.092  -0.001
H8 -1.996 -2.575 0.708  0.001
H9 -2.308 2.756 -0.243  0.002
H10 -0.677 2.933 0.628  -0.006
H11 -0.603 2.921 -1.172  0.005

electronic energy of number 4 (C10H30Hg2O10)? -39658.249 eV

Among the records above, which one has the highest charge? C10H30Hg2O10